1.
A 2-piece molecular cluster, C3H12N2S overall. Source: OMol25; level of theory: ωB97M-V/def2-TZVPD.

ORCA input file:
```
! RIJCOSX wB97M-V def2-TZVPD def2/J DEFGRID3
* xyz 0 1
C -3.74286 -1.18974 -1.01435
S -2.12182 -0.37701 -1.19753
C -1.09803 -1.87559 -1.09421
H -3.63200 -2.17836 -0.56639
H -4.18457 -1.38518 -1.99179
H -4.38008 -0.56141 -0.40049
H -1.08179 -2.36576 -2.06781
H -0.09072 -1.55421 -0.81370
H -1.42074 -2.51487 -0.27831
N 1.37590 1.19194 0.45182
C 2.33903 1.41974 1.52218
N 3.24162 2.48623 1.10493
H 0.76501 0.43628 0.72050
H 1.78611 1.07636 -0.46108
H 1.77788 1.81363 2.37100
H 2.92493 0.51959 1.74100
H 3.92316 2.77855 1.78333
H 3.61895 2.27981 0.19090
*
```

Results
* SMILES: CSC.NCN
* Kohn-Sham gap: 9.485 eV
* lowest unoccupied orbital energy: 0.95 eV

Atom charges from the Löwdin analysis, given in e for atoms 1 to 4: -0.4268, 0.7103, -0.4374, 0.0275

2.
A 2-piece molecular cluster, C3H12N2S overall. Source: OMol25; level of theory: ωB97M-V/def2-TZVPD.

ORCA input file:
```
! RIJCOSX wB97M-V def2-TZVPD def2/J DEFGRID3
* xyz 0 1
C -0.39561 -2.61421 -0.37970
C -1.09231 -2.82450 0.98666
S -0.62682 -1.39174 2.26838
H 0.67162 -2.29951 -0.38099
H -0.90572 -1.77993 -0.82749
H -0.52646 -3.43549 -1.07543
H -2.17142 -2.61743 0.83615
H -0.93844 -3.84680 1.46049
H -1.02757 -0.35208 1.58709
N 0.57302 1.30812 -0.08865
C 0.70934 2.39281 -1.02530
N 1.59320 3.39251 -0.47979
H 0.01556 0.49050 -0.48960
H -0.01146 1.66191 0.69007
H 1.12271 1.92398 -1.96231
H -0.28366 2.81476 -1.37939
H 1.03561 4.10906 0.03915
H 2.25841 3.06805 0.22066
*
```

Results
* SMILES: CCS.NCN
* Kohn-Sham gap: 9.863 eV
* lowest unoccupied orbital energy: 0.74 eV

Atom charges from the Löwdin analysis, given in e for atoms 1 to 4: -0.1946, -0.4885, 0.6129, 0.0777

Result of the stability comparison: 1 is the most stable of them.

1.
A 2-piece molecular cluster, C3H12N2S overall. Source: OMol25; level of theory: ωB97M-V/def2-TZVPD.

ORCA input file:
```
! RIJCOSX wB97M-V def2-TZVPD def2/J DEFGRID3
* xyz 0 1
C -1.02081 0.08530 -3.27467
S -2.71388 0.23691 -3.67387
C -3.70930 -0.94321 -2.70015
H -0.79226 -0.59155 -2.41726
H -0.34501 -0.00635 -4.01258
H -0.72325 1.18635 -3.00002
H -3.73556 -0.67813 -1.65406
H -3.29407 -1.93337 -2.75558
H -4.78692 -0.95581 -3.05392
N 2.40296 -0.23632 5.12732
C 3.09316 -0.13510 3.85629
N 4.31631 0.73957 3.77546
H 2.86444 -0.77878 5.85657
H 2.14389 0.81593 5.40748
H 2.39256 0.48137 3.19022
H 3.33603 -1.12623 3.38133
H 5.09022 0.42675 4.36244
H 4.05884 1.80472 3.86900
*
```

Results
* SMILES: CSC.NCN
* Kohn-Sham gap: 9.293 eV
* lowest unoccupied orbital energy: 1.04 eV

Atom charges from the Löwdin analysis, given in e for atoms 1 to 4: -0.4844, 0.7285, -0.4250, 0.0607

2.
A 2-piece molecular cluster, C3H12N2S overall. Source: OMol25; level of theory: ωB97M-V/def2-TZVPD.

ORCA input file:
```
! RIJCOSX wB97M-V def2-TZVPD def2/J DEFGRID3
* xyz 0 1
C -0.28553 1.52990 1.69942
S -0.00594 1.62190 -0.08541
C -1.69866 1.96903 -0.56184
H -0.58167 2.48365 2.11637
H -1.08253 0.80911 1.86730
H 0.60526 1.16168 2.19128
H -2.37496 1.17177 -0.25827
H -1.74667 2.07467 -1.63948
H -2.06983 2.88966 -0.11693
N -0.54996 -2.17283 -0.43302
C 0.81121 -2.53711 -0.76079
N 1.79585 -2.00191 0.16932
H -0.60967 -1.16799 -0.29163
H -0.77016 -2.54899 0.48506
H 1.03765 -2.23342 -1.77470
H 0.88105 -3.63562 -0.70593
H 2.70449 -2.41127 0.27335
H 1.55058 -1.31927 0.86087
*
```

Results
* SMILES: CSC.NCN
* Kohn-Sham gap: 9.383 eV
* lowest unoccupied orbital energy: 0.92 eV

Atom charges from the Löwdin analysis, given in e for atoms 1 to 4: -0.4249, 0.7229, -0.4432, 0.0313

3.
A 2-piece molecular cluster, C3H12N2S overall. Source: OMol25; level of theory: ωB97M-V/def2-TZVPD.

ORCA input file:
```
! RIJCOSX wB97M-V def2-TZVPD def2/J DEFGRID3
* xyz 0 1
C -2.30098 0.54356 -1.56696
C -1.46598 0.91701 -0.30615
S -1.94007 -0.06292 1.19677
H -2.26876 -0.53593 -1.66115
H -3.33668 0.88436 -1.53115
H -1.90167 1.01588 -2.46386
H -1.80714 1.90810 -0.02536
H -0.40653 0.85624 -0.52724
H -1.63418 0.86191 2.10707
N 1.99885 0.18529 1.46608
C 1.50920 -1.07703 0.83199
N 2.08272 -1.42193 -0.45030
H 1.33269 0.94640 1.29619
H 2.67620 0.52666 0.77647
H 0.43577 -1.21385 0.91242
H 1.92613 -1.83952 1.49381
H 3.04621 -1.69182 -0.30271
H 2.05424 -0.80242 -1.24593
*
```

Results
* SMILES: CCS.NCN
* Kohn-Sham gap: 9.745 eV
* lowest unoccupied orbital energy: 0.80 eV

Atom charges from the Löwdin analysis, given in e for atoms 1 to 4: -0.1650, -0.5745, 0.6805, 0.0584

Result of the stability comparison: 2 is the most stable of them.

1.
An isolated ion of composition C8H15N2 and charge +1. Source: OMol25; level of theory: ωB97M-V/def2-TZVPD.

ORCA input file:
```
! RIJCOSX wB97M-V def2-TZVPD def2/J DEFGRID3
* xyz 1 1
C -2.57445 -1.61159 0.66634
C -1.37989 -0.65234 0.56413
C -1.15231 -0.35666 -0.91656
C -0.38014 -1.44689 -0.20703
C 0.33666 -0.24677 -0.84280
C 1.11916 -0.41988 -2.16871
N 0.84807 0.74719 0.18885
C 1.95992 0.30335 0.97604
C 0.28682 1.92582 0.15224
N 0.69857 2.90201 0.95954
H -3.58576 -1.21771 0.77951
H -2.48757 -2.07460 1.56016
H -2.68923 -2.29624 -0.20669
H -1.31575 -0.11744 1.50390
H -1.86229 -0.31948 -1.80610
H -0.14837 -2.44000 -0.40519
H 2.03873 -0.08790 -2.07165
H 0.76033 0.04404 -3.06118
H 1.09985 -1.43195 -2.39798
H 2.30081 -0.69897 0.63372
H 2.76330 1.17446 0.83014
H 1.64239 0.09965 1.90046
H -0.51496 2.37059 -0.45533
H 0.75794 3.86511 0.65485
H 1.42469 2.84428 1.64768
*
```

Results
* SMILES: C[C@@H]1[C@@H]2[C@H]1[C@]2(C)N(C)C=[NH2+]
* Kohn-Sham gap: 10.432 eV
* lowest unoccupied orbital energy: -3.21 eV

Atom charges from the Löwdin analysis, given in e for atoms 1 to 4: -0.0656, -0.2236, -0.0692, -0.0608

2.
A 2-piece molecular cluster, C8H15N2 overall. Source: OMol25; level of theory: ωB97M-V/def2-TZVPD.

ORCA input file:
```
! RIJCOSX wB97M-V def2-TZVPD def2/J DEFGRID3
* xyz 1 1
C 2.61440 3.04726 -0.19554
C -0.18168 0.38116 0.93668
C 0.06395 -0.76325 0.36551
C -0.01814 0.94237 2.30741
C -0.89187 0.90476 -1.54217
C -0.79946 -2.92223 -0.13029
C 1.69419 -2.36585 -0.60392
C -0.68817 1.31443 -0.09897
N 1.70284 2.35521 -0.20281
N 0.33684 -1.95118 -0.07110
H 3.45097 3.65626 -0.05627
H 1.03904 1.07860 2.59468
H -0.59499 1.89607 2.38879
H -0.36534 0.24324 3.06650
H -1.80928 0.28453 -1.63899
H -0.06918 0.18998 -1.85432
H -0.82958 1.82399 -2.20398
H -1.31002 -3.04549 -1.10342
H -0.29564 -3.76899 0.36686
H -1.53150 -2.36741 0.63047
H 2.03972 -3.24521 -0.00850
H 1.64562 -2.66015 -1.66698
H 2.40788 -1.53668 -0.44926
H -0.05820 2.17526 0.02641
H -1.61980 1.74873 0.33982
*
```

Results
* Kohn-Sham gap: 10.444 eV
* lowest unoccupied orbital energy: -3.21 eV

Atom charges from the Löwdin analysis, given in e for atoms 1 to 4: 0.0479, -0.2397, 0.0469, -0.0044

Result of the stability comparison: 2 is the most stable of them.

1.
A single C4H4 molecule. Source: OMol25; level of theory: ωB97M-V/def2-TZVPD.

ORCA input file:
```
! RIJCOSX wB97M-V def2-TZVPD def2/J DEFGRID3
* xyz 0 1
C -1.47029 0.54271 -0.27067
C -0.07779 -0.00668 0.00139
C 0.98525 -0.66881 0.83647
C 1.32971 -0.06577 -0.31769
H -1.62398 1.16929 -1.17181
H -2.27124 0.01634 0.41723
H 1.14378 -1.22323 1.73499
H 1.98456 0.23615 -1.22991
*
```

Results
* SMILES: C=C1C=C1
* Kohn-Sham gap: 8.712 eV
* lowest unoccupied orbital energy: 1.06 eV

Atom charges from the Löwdin analysis, given in e for atoms 1 to 4: -0.0361, -0.2672, 0.0444, -0.0183

2.
C4H4 as an isolated structure. Source: OMol25; level of theory: ωB97M-V/def2-TZVPD.

ORCA input file:
```
! RIJCOSX wB97M-V def2-TZVPD def2/J DEFGRID3
* xyz 0 1
C 1.31348 0.19270 -0.23109
C 0.68962 -0.91285 0.23308
C -0.76600 -0.59193 -0.12155
C -0.07081 0.68730 -0.12115
H 2.13150 0.86376 -0.09436
H -1.01906 -0.80999 -1.16051
H -1.53989 -0.80345 0.56904
H -0.73884 1.37445 0.92655
*
```

Results
* Kohn-Sham gap (alpha / beta): 9.061 / 9.060 eV
* lowest unoccupied orbital energy (alpha / beta): 0.62 / 0.62 eV

Atom charges from the Löwdin analysis, given in e for atoms 1 to 4: -0.0818, 0.0021, -0.2316, -0.1491

Result of the stability comparison: 1 is the most stable of them.